(1)
Here is a molecular structure, C28H24Cl2IrN6O3 from the Open Molecules 2025 dataset. Energies are from the ωB97M-V functional and the def2-TZVPD basis.

Last column: Mulliken spin population.
Positions of all 64 atoms, in Å:
Ir 1.06161 0.51876 -1.55813  0.047
Cl -2.51962 6.21219 -0.76460  0.049
C -2.06757 4.59726 -1.00009  0.132
C -0.73423 4.27557 -1.08426  -0.058
C -0.36528 2.94105 -1.27282  0.223
N 0.91536 2.48370 -1.41390  0.105
C 2.08139 3.23568 -1.47014  -0.047
O 2.17456 4.42764 -1.35528  0.052
C 3.28423 2.35861 -1.75151  0.003
C 4.51916 2.94388 -1.93175  0.001
C 5.60907 2.13364 -2.22354  0.001
C 5.41889 0.76658 -2.33186  0.003
C 4.15180 0.24564 -2.13388  0.005
N 3.10155 1.01767 -1.84008  -0.008
C -1.39430 1.90997 -1.37798  0.233
C -2.74034 2.25780 -1.29668  -0.072
C -3.08128 3.57967 -1.10906  0.152
Cl -4.71527 4.00506 -1.00407  0.058
N -0.91159 0.64297 -1.58557  0.108
C -1.63179 -0.50876 -1.85274  -0.062
O -2.82831 -0.60754 -1.93729  0.047
C -0.71381 -1.70182 -2.02454  0.012
C -1.25631 -2.93599 -2.31278  0.004
C -0.40723 -4.02721 -2.44011  0.000
C 0.95280 -3.84415 -2.25971  0.004
C 1.42949 -2.57565 -1.97779  0.005
N 0.62083 -1.51842 -1.87300  -0.007
H 0.01592 5.04583 -1.00376  -0.001
H 4.60124 4.01866 -1.84730  0.000
H 6.58907 2.56706 -2.37012  0.000
H 6.23637 0.10050 -2.56801  0.000
H 3.96496 -0.81540 -2.21398  0.000
H -3.50961 1.50699 -1.38286  -0.002
H -2.32804 -3.01754 -2.42965  0.000
H -0.80513 -5.00524 -2.67498  0.000
H 1.64852 -4.66694 -2.34139  0.000
H 2.48448 -2.39480 -1.83051  -0.001
C -2.28086 -3.10357 1.19286  -0.001
C -1.37802 -2.78438 2.37289  0.000
N -1.80702 -1.60478 3.11470  0.000
C -3.06877 -1.68652 3.87050  0.000
C -4.17739 -0.85902 3.24468  0.000
C -1.06963 -0.49689 3.29276  0.000
O -1.36993 0.42912 4.02382  0.000
C 0.19858 -0.29025 2.48653  -0.004
C 1.36006 0.06163 3.16623  0.000
C 2.47165 0.43193 2.43433  0.001
C 2.38542 0.50961 1.05919  -0.002
N 1.25572 0.20063 0.39968  0.001
C 0.18588 -0.21869 1.11147  0.014
H -1.92553 -3.99838 0.68000  0.000
H -2.32064 -2.27735 0.47827  0.001
H -3.30208 -3.29916 1.51950  0.000
H -0.34765 -2.63874 2.04776  0.000
H -1.35819 -3.62943 3.06537  0.000
H -2.87129 -1.35040 4.88770  0.000
H -3.33788 -2.74205 3.91703  0.000
H -3.90841 0.19680 3.24075  0.000
H -5.09344 -0.96932 3.82405  0.000
H -4.38579 -1.17620 2.22192  0.000
H 1.36782 0.06027 4.24825  0.000
H 3.40406 0.69536 2.91291  0.001
H 3.22834 0.83349 0.47223  0.001
H -0.70656 -0.46659 0.56032  0.001

Cartesian forces (eV/Å) of the 3 atoms listed first:
Ir 0.0 -0.1 -0.2
Cl 0.0 0.0 0.0
C 0.0 0.0 0.0

Output
HOMO (alpha / beta) ... -0.515 / -0.523 Eh
Net charge ... +2
2S+1 ... 2
Frontier orbital gap (alpha / beta) ... 6.7 / 5.5 eV
LUMO level (alpha / beta) ... -7.31 / -8.72 eV

***

(2)
Here is a molecular structure, C28H24FeN12SSe from the Open Molecules 2025 dataset. Energies are from the ωB97M-V functional and the def2-TZVPD basis.

Last column: Löwdin charge in e.
Positions of all 67 atoms, in Å:
Fe -0.41657 -0.13434 -0.46677  0.391
C -2.78870 1.39400 4.56804  -0.038
C -3.81157 0.87503 3.78283  -0.040
C -3.52120 0.25218 2.58168  -0.016
C -2.20036 0.16907 2.15759  -0.287
C -1.17393 0.69372 2.93473  -0.095
C -1.47070 1.29521 4.14610  -0.046
N -1.85683 -0.48792 0.90839  0.008
N -2.61297 -1.45254 0.67493  0.144
C -2.26201 -2.20509 -0.47479  -0.307
C -3.04558 -3.29365 -0.78476  0.034
C -2.69388 -4.06485 -1.88438  -0.006
C -1.56813 -3.70930 -2.60194  -0.006
C -0.83150 -2.59895 -2.20645  -0.069
N -1.17135 -1.84468 -1.16185  0.051
H -3.01965 1.87503 5.50895  0.121
H -4.83990 0.95541 4.10712  0.120
H -4.31053 -0.14667 1.95945  0.115
H -0.14572 0.61094 2.61268  0.094
H -0.67076 1.69415 4.75566  0.121
H -3.90081 -3.51590 -0.16164  0.133
H -3.28130 -4.92792 -2.16676  0.130
H -1.24744 -4.28205 -3.46065  0.125
H 0.06553 -2.31500 -2.73895  0.112
N 0.29510 0.28487 -3.96521  0.192
C 1.35464 0.05514 -3.16875  -0.410
N 2.53891 0.13126 -3.75776  0.194
C 3.58166 -0.22791 -3.01524  -0.411
N 4.80393 -0.08293 -3.51389  0.211
N 3.47167 -0.78490 -1.78285  0.199
C 2.26759 -0.76231 -1.28571  -0.293
N 1.15400 -0.23863 -1.84869  0.120
C 2.08123 -1.42030 0.03837  -0.207
C 3.07523 -2.21688 0.56952  0.027
C 2.84675 -2.85259 1.77967  -0.004
C 1.62936 -2.65850 2.40148  -0.005
C 0.68873 -1.83790 1.80261  -0.078
N 0.89781 -1.21118 0.63861  0.062
H 0.49559 0.39865 -4.94597  0.130
H -0.62878 0.01332 -3.68060  0.085
H 4.92373 0.30510 -4.43444  0.128
H 5.60317 -0.37869 -2.98115  0.125
H 4.00099 -2.32618 0.02475  0.124
H 3.60084 -3.49046 2.22059  0.129
H 1.39389 -3.13215 3.34411  0.126
H -0.26318 -1.68358 2.28551  0.103
Se -1.29979 2.80269 0.56621  1.256
N 0.08643 1.66623 0.29145  -0.250
C 1.13036 2.21822 0.90845  -0.314
C 2.47268 1.70790 0.95139  -0.011
C 3.41891 2.40046 1.61990  -0.032
C 3.14339 3.63836 2.30387  -0.044
C 1.90906 4.16782 2.29453  0.001
C 0.86434 3.47163 1.59343  -0.357
N -0.36910 3.92253 1.51515  -0.183
H 2.73855 0.79792 0.44616  0.079
H 4.42874 2.00987 1.63993  0.119
H 3.94516 4.14863 2.82016  0.119
H 1.67477 5.09799 2.79306  0.128
S -2.66137 2.74735 -3.19543  1.119
C -3.70299 1.46412 -2.77481  -0.337
C -3.04266 0.56591 -2.01016  -0.205
N -1.71659 0.87807 -1.75025  -0.128
C -1.41369 2.01974 -2.32988  -0.578
H -4.73111 1.43487 -3.09604  0.090
H -3.48512 -0.33300 -1.60952  0.106
H -0.42697 2.45352 -2.29176  0.085

Cartesian forces (eV/Å) of the 3 atoms listed first:
Fe 0.0 -0.4 -0.4
C -0.1 0.0 0.0
C 0.0 0.0 0.0

Output
HOMO ... -0.509 Eh
Net charge ... +2
2S+1 ... 1
Frontier orbital gap ... 7.3 eV
LUMO level ... -6.60 eV

***

(3)
Here is a molecular structure, C28H24N4O5RhS7 from the Open Molecules 2025 dataset. Energies are from the ωB97M-V functional and the def2-TZVPD basis.

Last column: Mulliken spin population.
Positions of all 69 atoms, in Å:
Rh -0.37315 -0.44856 0.19423  2.548
S -7.30575 1.12381 3.16076  0.000
N -6.13033 2.12478 2.69289  0.000
C -5.14873 1.37090 2.21697  0.002
C -3.88461 1.85792 1.68891  0.001
C -3.55989 3.21105 1.58778  -0.004
C -2.33734 3.56516 1.06272  0.004
C -1.45859 2.55739 0.66735  -0.011
N -1.75563 1.27267 0.77495  0.091
C -2.95296 0.91493 1.25905  0.004
C -3.25573 -0.52621 1.29136  -0.012
N -2.32620 -1.36651 0.80200  0.082
C -2.56704 -2.66883 0.80613  -0.005
C -3.75205 -3.21549 1.29175  0.003
C -4.71627 -2.36662 1.78711  0.001
C -4.47092 -0.99303 1.78844  0.002
C -5.42940 -0.01134 2.27110  0.000
N -6.61972 -0.28727 2.78644  0.000
H -4.27506 3.95340 1.91450  0.000
H -2.05254 4.60033 0.94895  0.001
H -0.48959 2.79090 0.24295  0.005
H -1.78237 -3.29872 0.40340  0.010
H -3.89901 -4.28461 1.26951  0.000
H -5.65613 -2.73726 2.17288  0.000
O -0.64888 1.45310 -3.61014  0.016
C -0.15188 1.17206 -2.53806  -0.005
O -0.68365 0.30475 -1.72084  0.130
C 1.16969 1.79770 -2.14835  0.033
C 1.77673 2.67248 -3.04222  0.002
C 3.01443 3.26122 -2.77290  -0.001
C 3.60888 2.93967 -1.57728  0.006
O 4.81058 3.36300 -1.09049  0.001
C 4.95692 2.76570 0.19306  0.000
O 3.81318 1.92985 0.43318  0.015
C 3.01384 2.08179 -0.67207  0.066
C 1.80653 1.49842 -0.93502  -0.058
H 1.25969 2.88351 -3.96716  0.000
H 3.48857 3.93322 -3.47183  0.000
H 4.99336 3.54782 0.95551  -0.001
H 5.85772 2.14874 0.20666  0.001
H 1.34097 0.81795 -0.23108  -0.075
C 1.83938 2.21266 4.23551  0.018
S 2.77764 0.73807 4.71872  0.056
C 3.21128 0.04740 3.18519  0.253
C 2.32732 -0.48348 2.20687  0.111
S 0.64491 -0.50754 2.40328  0.287
S 3.10983 -1.12114 0.82068  0.023
C 4.74965 -0.80878 1.28995  -0.075
S 6.03804 -1.16238 0.36903  0.321
S 4.86555 -0.06008 2.84721  0.115
H 1.41091 2.59209 5.16072  0.000
H 1.04144 1.96134 3.54624  0.001
H 2.51108 2.95283 3.80927  0.000
C 0.17852 -5.22859 -1.08253  -0.001
C 0.74559 -4.36543 -2.19576  0.004
S 0.12926 -2.68868 -2.08301  0.003
O 0.79193 -2.16747 -0.79690  0.026
C 1.01902 -1.95140 -3.47179  0.000
C 0.09372 -1.71630 -4.65369  0.001
H 0.53344 -6.25235 -1.18586  0.000
H -0.91135 -5.25219 -1.11848  0.000
H 0.49059 -4.85455 -0.10899  0.001
H 0.45094 -4.72416 -3.18483  0.002
H 1.83407 -4.29934 -2.15469  0.000
H 1.85478 -2.60686 -3.71810  0.000
H 1.41511 -1.02393 -3.05954  0.000
H -0.27010 -2.65633 -5.06880  0.000
H 0.63971 -1.19094 -5.43507  0.000
H -0.74991 -1.09226 -4.36769  0.000

Cartesian forces (eV/Å) of the 3 atoms listed first:
Rh -0.4 -0.6 -0.6
S 0.2 0.0 -0.1
N 0.1 0.0 0.0

Output
HOMO (alpha / beta) ... -0.387 / -0.387 Eh
Net charge ... +1
2S+1 ... 5
Frontier orbital gap (alpha / beta) ... 7.4 / 4.8 eV
LUMO level (alpha / beta) ... -3.13 / -5.74 eV

***

What did we get for E? Answer: -72379.9498 -157865.0718 -124471.7712 eV, in the order shown.
What did we get for maximum force? Answer: 0.30 0.84 0.97 eV/Å, in the order shown.